Entry 1:
{"formula": "C4H12N4O", "method": "wB97M-V/def2-TZVPD", "elements": ["C", "C", "N", "O", "H", "H", "H", "H", "H", "C", "N", "N", "N", "C", "H", "H", "H", "H", "H", "H", "H"], "xyz": [[1.5358, -1.2677, 1.0698], [1.1658, 0.0914, 0.4651], [0.7436, -0.1894, -1.1956], [2.0237, 1.0202, 0.5760], [1.1170, 0.6256, -1.6762], [1.1135, -1.0456, -1.6016], [0.7858, -2.0512, 0.9135], [1.6660, -1.1402, 2.1455], [2.4835, -1.5985, 0.6412], [-0.9949, -0.0117, -0.5696], [-1.6734, 0.9231, -1.2933], [-1.5571, -1.2792, -0.5476], [-0.4359, 1.9457, 0.8383], [-0.3638, 0.5004, 0.7372], [-1.4144, 1.8750, -1.0450], [-1.9700, 0.7262, -2.2355], [-1.8749, -1.6523, -1.4312], [-1.0802, -1.9629, 0.0214], [-1.0055, 2.2486, 1.6171], [0.5354, 2.2575, 0.9742], [-0.8002, -0.0151, 1.5963]], "nbo_charge": [-0.669, 0.522, -0.835, -0.800, 0.393, 0.374, 0.172, 0.228, 0.222, 0.547, -0.830, -0.820, -0.875, -0.180, 0.429, 0.383, 0.379, 0.386, 0.367, 0.415, 0.191], "mol_weight_g_mol": 132.2, "multiplicity": 1, "de_lowest_kj_mol": 176.7, "homo_energy_ev": -8.0799, "gap_ev": 8.745}

=====

Entry 2:
{"formula": "C4H12N4O", "method": "wB97M-V/def2-TZVPD", "elements": ["C", "C", "N", "C", "N", "N", "N", "C", "O", "H", "H", "H", "H", "H", "H", "H", "H", "H", "H", "H", "H"], "xyz": [[1.3987, 0.2579, -0.3380], [-1.7323, -1.6842, 0.7746], [0.2032, -0.1701, -0.8986], [-1.0493, 0.3668, -0.5113], [1.6150, 1.6142, -0.3142], [2.4730, -0.5586, -0.6650], [-1.1954, 1.7190, -0.8896], [-1.9691, -0.3418, 0.1483], [1.4223, -0.4596, 1.4224], [0.7426, -0.2840, 2.0815], [0.1978, -1.1734, -1.0150], [2.3546, 1.8692, 0.3246], [0.7704, 2.1630, -0.1931], [3.3473, -0.0518, -0.6278], [2.4746, -1.2434, 0.1226], [-0.9518, 1.8791, -1.8604], [-2.1109, 2.0896, -0.6749], [-2.9509, 0.1007, 0.2707], [-2.2866, -1.7637, 1.7110], [-0.6752, -1.8318, 1.0045], [-2.0780, -2.4972, 0.1276]], "nbo_charge": [0.758, -0.656, -0.640, 0.320, -0.830, -0.850, -0.842, -0.288, -1.064, 0.449, 0.410, 0.392, 0.412, 0.372, 0.431, 0.382, 0.383, 0.196, 0.218, 0.239, 0.208], "mol_weight_g_mol": 132.2, "multiplicity": 1, "de_lowest_kj_mol": 159.1, "homo_energy_ev": -8.3332, "gap_ev": 9.216}

=====

Entry 3:
{"formula": "C4H12N4O", "method": "wB97M-V/def2-TZVPD", "elements": ["H", "N", "C", "C", "N", "N", "H", "H", "H", "H", "H", "H", "C", "C", "N", "O", "H", "H", "H", "H", "H"], "xyz": [[1.3552, -1.7903, -0.9626], [1.0498, -0.8301, -0.8501], [1.4658, -0.2828, 0.2344], [2.5009, -0.8636, 1.1726], [1.2831, 1.0680, 0.3957], [0.7877, 1.9327, -0.6002], [2.2646, -0.6098, 2.2047], [2.5545, -1.9441, 1.0584], [3.4852, -0.4582, 0.9405], [1.7744, 1.5510, 1.1331], [0.8131, 1.4051, -1.4745], [-0.1964, 2.1125, -0.3706], [-1.8823, -0.0083, -1.3876], [-2.0469, 0.3478, 0.0642], [-2.4194, -0.7127, 0.8692], [-1.9648, 1.4744, 0.5185], [-2.5285, -0.8305, -1.6828], [-0.8391, -0.3197, -1.5284], [-2.0434, 0.8673, -2.0123], [-2.7473, -0.5024, 1.7986], [-2.6664, -1.6062, 0.4792]], "nbo_charge": [0.348, -0.798, 0.442, -0.678, -0.448, -0.658, 0.222, 0.223, 0.233, 0.381, 0.364, 0.382, -0.763, 0.698, -0.835, -0.641, 0.212, 0.296, 0.233, 0.398, 0.390], "mol_weight_g_mol": 132.2, "multiplicity": 1, "de_lowest_kj_mol": 93.7, "homo_energy_ev": -8.3587, "gap_ev": 9.240}

=====

Entry 4:
{"formula": "C4H12NO", "method": "wB97M-V/def2-TZVPD", "elements": ["C", "C", "C", "C", "N", "H", "H", "H", "H", "H", "H", "H", "H", "H", "H", "H", "H", "O"], "xyz": [[-0.7115, 0.1486, 0.9766], [-0.1508, 1.1884, -0.0532], [-0.6504, 0.9412, -1.4407], [-1.7488, 0.2963, -1.8008], [-0.0236, -1.1657, 0.8260], [-0.7064, 0.5251, 1.9896], [-1.7327, 0.0052, 0.6301], [-0.3171, 2.1938, 0.3425], [0.9293, 1.0787, 0.0581], [-0.2184, 1.6615, -2.1381], [-1.9206, 0.2205, -2.8699], [-2.4333, -0.3717, -1.2937], [1.0371, -1.1604, 0.9005], [-0.2258, -1.7514, 1.6414], [-0.2658, -1.7182, -0.0003], [3.4183, -0.1258, 1.1035], [3.0336, -1.4362, 0.5423], [2.6869, -0.5299, 0.5861]], "nbo_charge": [-0.233, -0.460, -0.198, -0.402, -0.698, 0.241, 0.230, 0.254, 0.231, 0.230, 0.226, 0.195, 0.466, 0.433, 0.445, 0.510, 0.487, -0.957], "mol_weight_g_mol": 90.1, "multiplicity": 1, "de_lowest_kj_mol": 142.1, "total_charge": 1, "homo_energy_ev": -13.6143, "gap_ev": 10.152}

=====

Entry 5:
{"formula": "C4H12NO", "method": "wB97M-V/def2-TZVPD", "elements": ["O", "C", "H", "H", "C", "C", "N", "C", "H", "H", "H", "H", "H", "H", "H", "H", "H", "H"], "xyz": [[-3.2114, 1.9605, -2.9859], [-2.4459, 1.6704, -2.0902], [-1.4117, 2.0901, -2.0500], [-2.7498, 1.1064, -1.1846], [0.8050, 0.1911, 2.3893], [1.3279, -0.3734, 1.0975], [0.2092, -0.6691, 0.1344], [0.5118, -1.1871, -1.2172], [0.1622, -0.5272, 2.9012], [1.6629, 0.4141, 3.0343], [0.2269, 1.1213, 2.2012], [1.8924, 0.4192, 0.5868], [1.9474, -1.2677, 1.1968], [-0.2065, 0.2761, 0.0049], [-0.5146, -1.2202, 0.5593], [1.2126, -0.5072, -1.7254], [-0.4109, -1.3260, -1.7902], [0.9924, -2.1715, -1.0622]], "nbo_charge": [-0.436, 0.250, 0.096, 0.093, -0.639, -0.217, -0.487, -0.428, 0.229, 0.269, 0.224, 0.222, 0.235, 0.425, 0.432, 0.243, 0.249, 0.240], "mol_weight_g_mol": 90.1, "multiplicity": 1, "de_lowest_kj_mol": 192.9, "total_charge": 1, "homo_energy_ev": -13.4147, "gap_ev": 9.666}

=====

Entry 6:
{"formula": "C4H12NO", "method": "wB97M-V/def2-TZVPD", "elements": ["C", "C", "C", "C", "N", "O", "H", "H", "H", "H", "H", "H", "H", "H", "H", "H", "H", "H"], "xyz": [[0.4429, -0.3493, -1.8815], [1.8880, 1.0105, -0.3766], [-0.1714, 0.2219, 1.8802], [0.6595, 0.2141, -0.5052], [-0.1754, -0.0658, 0.4308], [-2.7847, -1.1246, 0.2413], [0.5366, 0.5204, -2.6411], [1.2554, -1.0886, -2.1957], [-0.4845, -0.9594, -1.7529], [2.6859, 0.4307, 0.2368], [2.4015, 1.0519, -1.2474], [1.6969, 2.0272, 0.0493], [-0.5133, -0.6386, 2.3780], [0.8305, 0.4682, 2.2824], [-1.0208, 0.8414, 2.1336], [-3.4764, -1.7633, 0.0092], [-1.0807, -0.5073, 0.0998], [-3.2040, -0.7854, 1.0862]], "nbo_charge": [-0.689, -0.710, -0.441, 0.483, -0.453, -0.967, 0.278, 0.281, 0.237, 0.277, 0.247, 0.271, 0.237, 0.247, 0.239, 0.508, 0.465, 0.490], "mol_weight_g_mol": 90.1, "multiplicity": 1, "de_lowest_kj_mol": 99.9, "total_charge": 1, "homo_energy_ev": -15.8791, "gap_ev": 12.186}

=====

Entry 7:
{"formula": "C4H12NO", "method": "wB97M-V/def2-TZVPD", "elements": ["C", "C", "C", "C", "N", "H", "H", "H", "H", "H", "H", "H", "H", "H", "H", "H", "H", "O"], "xyz": [[-0.5571, -2.2535, -1.8440], [-0.3472, -1.8322, -0.3809], [-0.6895, -0.4168, -0.1530], [0.1755, 0.5510, -0.2523], [-0.0244, 1.9664, 0.0887], [-1.6943, -2.5801, -2.0897], [-0.3111, -1.5812, -2.7899], [-0.1040, -3.2853, -1.9286], [-0.8166, -2.6027, 0.2538], [0.7692, -1.8585, -0.1194], [-1.7629, -0.3072, 0.0566], [1.2207, 0.3624, -0.2601], [-0.1928, 2.5622, -0.7425], [0.7033, 2.2093, 0.8660], [-0.7244, 2.0109, 0.8304], [2.1665, 2.3579, 2.5817], [0.9549, 2.2300, 3.4114], [1.2344, 2.4675, 2.4721]], "nbo_charge": [-0.639, -0.457, -0.099, -0.112, -0.738, 0.224, 0.238, 0.242, 0.253, 0.208, 0.226, 0.210, 0.460, 0.492, 0.441, 0.499, 0.516, -0.964], "mol_weight_g_mol": 90.1, "multiplicity": 1, "de_lowest_kj_mol": 219.9, "total_charge": 1, "homo_energy_ev": -14.4498, "gap_ev": 11.123}

=====

Entry 8:
{"formula": "C4H12NO", "method": "wB97M-V/def2-TZVPD", "elements": ["C", "C", "C", "C", "N", "H", "H", "H", "H", "H", "H", "H", "H", "H", "H", "H", "H", "O"], "xyz": [[1.0742, 0.0478, -1.9400], [1.8147, -0.3451, -0.6772], [1.1879, 0.1134, 0.6336], [-0.6731, -1.4050, 0.9497], [-0.2868, -0.2269, 0.6631], [1.6716, -0.2464, -2.8023], [0.0682, -0.3537, -2.0683], [1.0113, 1.1333, -2.0316], [1.8848, -1.4303, -0.5856], [2.8371, 0.0231, -0.7184], [1.5650, -0.4283, 1.4969], [1.1688, 1.1918, 0.7662], [0.0885, -2.1553, 0.7749], [-1.6327, -1.6657, 1.3758], [-0.9624, 0.4712, 0.2818], [-3.0207, 2.1612, 0.2693], [-3.0744, 0.6712, 0.3528], [-2.4576, 1.4044, 0.4871]], "nbo_charge": [-0.630, -0.418, -0.216, 0.116, -0.400, 0.248, 0.205, 0.220, 0.205, 0.249, 0.228, 0.237, 0.211, 0.233, 0.478, 0.512, 0.481, -0.958], "mol_weight_g_mol": 90.1, "multiplicity": 1, "de_lowest_kj_mol": 153.0, "total_charge": 1, "homo_energy_ev": -15.8680, "gap_ev": 10.780}

=====

Entry 9:
{"formula": "C4H12NO", "method": "wB97M-V/def2-TZVPD", "elements": ["C", "N", "C", "C", "C", "H", "H", "H", "H", "H", "H", "H", "H", "H", "H", "H", "H", "O"], "xyz": [[-0.5705, 0.2123, -0.8283], [-1.2640, 0.1800, 0.5859], [-0.7209, -0.9717, 1.4152], [0.3598, -1.6890, 0.5263], [0.5463, -0.8822, -0.8203], [-1.3226, 0.0033, -1.6943], [-0.1220, 1.1633, -1.1893], [-2.2016, 0.2000, 0.3485], [-1.0703, 1.0192, 1.0452], [-1.5470, -1.6067, 1.7407], [-0.1796, -0.6032, 2.2684], [1.4662, -1.6578, 1.0039], [0.2376, -2.8251, 0.3176], [0.4821, -1.5486, -1.5931], [1.5712, -0.6189, -0.8164], [1.4272, 3.1802, -0.0500], [1.7273, 2.5186, -1.5686], [1.3364, 2.4374, -0.7089]], "nbo_charge": [-0.272, -0.493, -0.245, -0.430, -0.426, 0.236, 0.295, 0.434, 0.431, 0.246, 0.242, 0.241, 0.255, 0.233, 0.237, 0.511, 0.503, -1.000], "mol_weight_g_mol": 90.1, "multiplicity": 1, "de_lowest_kj_mol": 181.5, "total_charge": 1, "homo_energy_ev": -15.1883, "gap_ev": 11.974}

=====

Entry 10:
{"formula": "C4H12NO", "method": "wB97M-V/def2-TZVPD", "elements": ["C", "C", "N", "C", "C", "O", "H", "H", "H", "H", "H", "H", "H", "H", "H", "H", "H", "H"], "xyz": [[-1.8188, 0.1038, 1.1143], [-0.5527, 0.3703, 0.2885], [0.5372, -0.0353, 1.3557], [-0.3197, -0.1804, -1.0056], [1.1035, 0.0189, -1.4794], [1.8983, -0.8760, -0.7167], [-1.8315, 0.8245, 1.8017], [-2.0612, -0.8347, 1.4947], [-2.6513, 0.4996, 0.5069], [-0.3196, 1.4350, 0.0388], [1.1353, -0.7453, 0.8936], [1.2833, 0.7260, 1.3719], [0.2728, -0.1572, 2.3194], [-0.7847, -1.2116, -1.2274], [-0.9116, 0.4424, -1.7807], [1.1200, -0.1216, -2.5885], [1.2554, 1.0857, -1.3206], [2.6454, -1.3443, -1.0667]], "nbo_charge": [-0.638, -0.011, -0.738, -0.474, -0.072, -0.780, 0.222, 0.242, 0.248, 0.220, 0.477, 0.436, 0.444, 0.245, 0.264, 0.221, 0.170, 0.525], "mol_weight_g_mol": 90.1, "multiplicity": 1, "de_lowest_kj_mol": 185.6, "total_charge": 1, "homo_energy_ev": -15.2620, "gap_ev": 12.015}

=====

Entry 11:
{"formula": "C4H12NO", "method": "wB97M-V/def2-TZVPD", "elements": ["C", "C", "C", "C", "O", "N", "H", "H", "H", "H", "H", "H", "H", "H", "H", "H", "H", "H"], "xyz": [[-2.4582, -0.2842, 1.4293], [-1.1471, -0.5055, 0.6545], [-0.5348, 0.6406, -0.3519], [-1.3345, -0.5741, -0.8333], [1.5833, -0.6263, -1.1157], [2.9622, 1.2339, 0.3086], [-2.3995, -0.1106, 2.5617], [-2.9249, 0.6581, 1.1992], [-3.1682, -1.0905, 1.0012], [-0.3108, -1.0728, 1.1121], [0.5238, 0.6487, -0.7391], [-1.1440, 1.5397, -0.5729], [-0.8009, -1.5237, -1.0811], [-2.2537, -0.3848, -1.4044], [2.1910, -1.0110, -1.7261], [3.2566, 0.9238, 1.2449], [2.6825, 0.3357, -0.2000], [3.7942, 1.7999, -0.0217]], "mulliken_spin": [-0.007, 0.041, -0.232, 0.184, -0.013, 1.024, 0.022, -0.019, -0.007, -0.008, 0.006, -0.002, 0.040, -0.006, 0.002, -0.009, -0.014, -0.005], "mol_weight_g_mol": 90.1, "multiplicity": 2, "de_lowest_kj_mol": 908.2, "total_charge": 2, "homo_energy_ev": [-19.0340, -19.2415], "gap_ev": [5.171, 5.272]}

=====

Entry 12:
{"formula": "C4H12NO2", "method": "wB97M-V/def2-TZVPD", "elements": ["C", "O", "C", "C", "C", "N", "H", "H", "H", "H", "H", "H", "H", "H", "H", "H", "H", "H", "O"], "xyz": [[0.0300, -0.6656, -1.0399], [-1.2999, -0.8262, -1.0367], [0.4856, 0.8265, -1.0024], [-0.1150, 1.6113, 0.1513], [-0.1509, 0.8544, 1.4699], [1.1587, 0.9434, 2.1604], [0.6440, -1.0906, -1.8839], [0.6052, -1.1421, -0.1857], [0.3084, 1.2270, -1.9988], [1.5841, 0.8162, -0.8886], [-1.1430, 1.9076, -0.0901], [0.4025, 2.5602, 0.3251], [-0.9271, 1.3459, 2.0700], [-0.5137, -0.1638, 1.4413], [1.7031, 0.1478, 1.8728], [1.0045, 0.8744, 3.1581], [-0.9914, -3.4397, -2.1672], [-1.3791, -2.3979, -1.0441], [-1.4062, -3.3888, -1.3117]], "nbo_charge": [-0.007, -0.925, -0.425, -0.406, -0.223, -0.859, 0.080, 0.061, 0.184, 0.162, 0.202, 0.187, 0.166, 0.206, 0.350, 0.339, 0.440, 0.508, -1.040], "mol_weight_g_mol": 106.1, "multiplicity": 1, "de_lowest_kj_mol": 43.6, "total_charge": -1, "homo_energy_ev": -3.2759, "gap_ev": 7.300}

=====

Entry 13:
{"formula": "C4H12NO2", "method": "wB97M-V/def2-TZVPD", "elements": ["C", "C", "C", "C", "O", "N", "H", "H", "H", "H", "H", "H", "H", "H", "H", "H", "H", "H", "O"], "xyz": [[-1.0603, -1.2912, -0.7071], [-0.4579, -0.1535, 0.0599], [0.9863, -0.2877, -0.2258], [1.2415, 0.2373, -1.7088], [1.4896, -0.4278, -2.7461], [-0.7987, -0.1082, 1.5198], [-0.6889, -1.0407, -1.6784], [-2.2390, -1.1813, -0.7128], [-0.6402, -2.3230, -0.3734], [-0.8334, 0.7488, -0.3883], [1.2639, -1.3674, -0.4008], [1.3922, 0.5257, 0.4980], [1.9959, 1.0830, -1.5982], [0.3892, 0.9299, -1.8765], [-0.3455, -0.9161, 1.9539], [-1.7192, -0.3727, 1.6656], [0.6499, 1.8245, 1.8661], [-0.6835, 1.8001, 2.3561], [0.0581, 2.3202, 2.4968]], "nbo_charge": [-0.632, -0.081, -0.498, 0.027, -0.901, -0.868, 0.258, 0.169, 0.193, 0.186, 0.226, 0.181, 0.035, 0.033, 0.344, 0.340, 0.471, 0.478, -0.961], "mol_weight_g_mol": 106.1, "multiplicity": 1, "de_lowest_kj_mol": 249.6, "total_charge": -1, "homo_energy_ev": -2.2718, "gap_ev": 6.116}